69
Properties=species:S:1:pos:R:3:nbo_charge:R:1 method="wB97M-V/def2-TZVPD" gap_ev=2.20 relative_energy_kcal_mol=295.69 total_energy_ev=-95912.7279 total_charge=-2
Ba 1.1692 -1.8007 1.2746 0.4741
C -0.3865 -3.9389 5.6159 0.8701
O 0.0483 -4.6624 6.5099 -0.6896
O -0.7727 -4.4234 4.6180 -0.6880
O -0.1028 -2.7868 5.5749 -0.6700
C 5.4256 -4.0000 2.7770 0.8839
O 5.8414 -4.7095 3.6418 -0.6965
O 5.2324 -2.8204 2.9836 -0.7330
O 4.7852 -4.4887 1.7808 -0.7349
O 0.4390 -4.4530 -4.0000 -0.8569
S 0.6114 -5.4903 -5.0362 2.2820
O -0.4309 -5.8446 -5.9648 -0.9332
O 2.0929 -5.3075 -5.8107 -0.7212
C 2.3642 -5.9985 -7.0800 -0.0745
C 3.1247 -4.9653 -7.9931 -0.6259
C 1.0114 -7.1168 -4.1246 -0.8220
H 1.4157 -6.3602 -7.4771 0.1978
H 2.8036 -6.9850 -6.9322 0.1781
H 3.2108 -5.4577 -8.9617 0.2086
H 4.0166 -4.5655 -7.5106 0.2290
H 2.4304 -4.1428 -8.1650 0.2186
H 2.0435 -7.0739 -3.7766 0.2499
H 0.8187 -7.8900 -4.8683 0.2191
H 0.2349 -7.1834 -3.3625 0.2489
O -0.6119 3.0863 -4.9317 -0.9348
S 0.3519 3.2161 -3.8190 2.2676
O 0.3653 2.0882 -2.9104 -0.8782
O 1.8915 3.5180 -4.3855 -0.7076
C 2.2600 3.0652 -5.6864 -0.0891
C 2.7749 1.6572 -5.7007 -0.6552
C 0.0590 4.8536 -2.9249 -0.8148
H 2.7729 3.8301 -6.2694 0.1928
H 1.3779 3.0599 -6.3267 0.2018
H 3.2056 1.4830 -6.6868 0.2071
H 2.0137 0.8775 -5.6734 0.2290
H 3.5030 1.2493 -4.9996 0.2365
H 0.6258 4.9812 -2.0027 0.2587
H -1.0197 5.0104 -2.9292 0.2481
H 0.4564 5.5575 -3.6561 0.2309
O 1.7981 3.8298 3.2998 -0.8559
S 2.1709 4.5241 4.5216 2.2407
O 3.3661 4.0617 5.3647 -0.8752
O 2.3919 6.1931 4.2029 -0.7079
C 2.4545 7.0688 5.3154 -0.0752
C 3.4184 8.2216 5.2218 -0.6171
C 0.5870 4.6419 5.4652 -0.8720
H 2.8163 6.4898 6.1652 0.1871
H 1.4671 7.4216 5.6131 0.1635
H 3.4406 8.5870 6.2485 0.2133
H 2.9783 9.0013 4.6002 0.1999
H 4.3793 7.9198 4.8051 0.2280
H 0.2009 3.6233 5.4264 0.2718
H -0.0394 5.3568 4.9316 0.2455
H 0.6130 4.7221 6.5520 0.2501
O -4.4853 -0.5022 2.6488 -0.8972
S -5.6914 -0.8375 2.0384 2.3481
O -5.8139 -1.9687 1.1340 -0.9229
O -6.8538 -1.0362 3.2068 -0.7356
C -6.8902 -2.2296 3.9616 -0.0807
C -7.4984 -1.9949 5.3167 -0.6227
C -6.4087 0.6873 1.3021 -0.8621
H -5.9420 -2.7459 4.1113 0.2063
H -7.4718 -2.9162 3.3465 0.1767
H -7.0088 -1.2319 5.9219 0.2231
H -7.3193 -2.9218 5.8616 0.2201
H -8.5709 -1.8347 5.2062 0.1980
H -6.4480 0.5077 0.2277 0.2444
H -5.6808 1.4823 1.4637 0.2506
H -7.4125 0.8113 1.7086 0.2502